18
Properties=species:S:1:pos:R:3:mulliken_charge:R:1 method="wB97M-V/def2-TZVPD" homo_ev=-9.47 energy_ev=-9908.6092 homo_lumo_gap_ev=10.242 fmax_ev_per_a=4.10
C 2.664 0.090 0.907 -1.265
C -2.181 -1.578 -0.087 -0.800
C -1.966 0.617 0.496 -0.280
C 1.441 -0.541 0.367 0.829
N -1.846 -0.579 0.907 -0.276
O 1.515 -0.973 -0.907 -0.457
O 0.575 -0.982 1.051 -0.494
H 3.535 -0.593 0.898 0.284
H 2.958 0.896 0.394 0.404
H 2.655 0.452 1.896 0.379
H -1.646 -2.623 0.060 0.188
H -3.203 -1.802 0.080 0.368
H -1.822 -1.382 -1.121 0.311
H -1.696 1.516 1.023 0.330
H 0.817 2.084 -1.718 0.165
H -2.094 0.919 -0.661 0.161
H 0.145 2.107 -1.329 -0.169
H 0.802 -1.545 -1.174 0.322